# C12H13BrO2Ti

A structure of composition C12H13BrO2Ti in a non-equilibrium geometry (wB97M-V/def2-TZVPD, the OMol25 dataset).

The spin multiplicity is 3. Its HOMO energy (alpha / beta) is 0.63 / 0.20 eV. As for the orbital gap (alpha / beta): 4.2342 / 4.6425 eV. The charge is -2. The energy above the lowest of the compared OMol25 structures with the same formula, charge and spin comes out at 0.000 eV.

```
29
C12H13BrO2Ti | the OMol25 dataset | wB97M-V/def2-TZVPD
H 2.925 -0.391 0.514
Ti -0.127 0.136 0.004
C 1.187 -0.088 1.936
H 1.249 -0.940 2.616
O -2.492 -0.815 1.352
C 1.499 -0.646 -5.495
H 4.605 -1.085 -4.228
O -1.816 1.011 0.225
H 2.161 2.006 -0.563
C 2.746 -2.344 -4.496
H 0.010 2.900 0.800
C 0.521 1.951 0.984
H -3.839 2.192 0.860
H -4.764 0.662 0.800
C 3.573 -1.164 -4.564
C 0.252 1.004 2.058
H 3.045 -3.313 -4.100
C 1.638 1.442 0.212
Br 0.206 0.166 -2.320
H 0.627 -2.706 -5.192
C -2.688 0.346 0.973
C 2.051 0.189 0.810
C 2.802 -0.116 -5.183
H -4.098 1.202 2.327
H 0.694 -0.110 -5.991
C 1.465 -2.023 -5.071
H 3.149 0.892 -5.401
H -0.523 1.094 2.821
C -3.910 1.170 1.252
```

# C12H13BrOTi

A structure of composition C12H13BrOTi in a non-equilibrium geometry (wB97M-V/def2-TZVPD, the OMol25 dataset).

The spin multiplicity is 3. Its HOMO energy (alpha / beta) is 1.02 / 0.44 eV. As for the orbital gap (alpha / beta): 4.0326 / 4.5763 eV. The charge is -2.

```
28
C12H13BrOTi | the OMol25 dataset | wB97M-V/def2-TZVPD
H -2.198 2.531 0.457
C 1.170 2.158 0.366
C -1.674 -1.393 -2.290
C 1.758 -0.009 2.911
C -0.326 -1.252 -2.675
Ti -0.464 0.466 1.097
Br -2.290 -0.399 2.264
H 1.536 -2.282 -2.008
H 2.145 -0.773 3.634
H 0.899 0.481 3.432
C -0.389 -2.782 -0.966
C -1.733 -2.366 -1.236
H -1.216 1.768 -1.921
C 1.285 -0.683 1.657
C 0.475 -2.118 -1.878
H 1.291 1.541 -1.833
C -0.660 1.930 -1.028
C 0.724 1.856 -0.970
O 1.423 -1.792 1.163
H 2.497 0.795 2.682
H 0.040 -0.487 -3.368
H -0.078 2.870 2.202
H -2.647 -2.788 -0.809
H -0.106 -3.643 -0.336
C -0.007 2.546 1.164
H -2.484 -0.739 -2.616
H 2.202 2.213 0.637
C -1.174 2.351 0.266
```

# C12H13ClN2O2Ti

A structure of composition C12H13ClN2O2Ti in a non-equilibrium geometry (wB97M-V/def2-TZVPD, the OMol25 dataset).

Its HOMO energy (alpha / beta) is -16.54 / -16.54 eV. As for the orbital gap (alpha / beta): 6.1336 / 6.1352 eV. The charge is +2. The energy above the lowest of the compared OMol25 structures with the same formula, charge and spin comes out at 1.439 eV.

```
31
C12H13ClN2O2Ti | the OMol25 dataset | wB97M-V/def2-TZVPD
Ti -0.175 -0.490 -0.220
C -1.399 -2.812 -2.420
H 0.285 -0.671 2.789
C -1.681 -0.917 1.048
H -1.402 1.885 -1.632
H -1.708 -2.972 -3.464
H 1.383 2.878 3.411
H -0.618 -3.546 -2.195
H 1.319 4.424 1.338
C 1.506 -1.757 0.386
Cl 1.322 -3.442 -0.295
N 1.123 2.585 2.473
C 1.082 3.379 1.335
C -1.018 0.884 -1.820
N 0.478 1.275 0.847
C 0.687 0.273 3.175
H 0.043 0.617 4.000
H 0.515 2.799 -0.708
H 1.160 1.224 -2.348
C 0.333 0.533 -2.198
H -2.267 -3.044 -1.793
H 1.227 -1.466 -2.782
O 2.418 -1.514 1.150
H 1.694 0.103 3.588
O -2.527 -1.091 1.838
C -1.796 -0.318 -1.805
H -2.852 -0.429 -1.550
C 0.377 -0.881 -2.424
C 0.754 1.335 2.152
C 0.684 2.567 0.330
C -0.946 -1.411 -2.205
```

# C12H13ClN2O5S

An isolated molecule of C12H13ClN2O5S in a non-equilibrium geometry (wB97M-V/def2-TZVPD, the OMol25 dataset).

Its HOMO energy is -9.63 eV. As for the orbital gap: 7.7638 eV. The energy above the lowest of the compared OMol25 structures with the same formula, charge and spin comes out at 6.606 eV.

```
34
C12H13ClN2O5S | the OMol25 dataset | wB97M-V/def2-TZVPD
O -2.849 -1.342 0.512
C -2.268 0.205 -2.560
C 1.041 1.728 2.197
C -0.656 -1.014 -1.257
O -0.893 1.036 -5.800
H 0.357 1.196 4.167
H 0.342 -0.944 3.552
H 1.817 -0.193 0.141
Cl 3.665 -0.289 1.974
S 0.032 -1.791 0.294
H -0.655 0.592 1.540
H 1.965 -0.886 4.285
C -0.156 -0.426 -3.552
H 0.281 1.361 0.228
O -3.549 0.601 -0.100
H 2.094 1.385 4.023
C 0.355 0.835 1.179
C 1.218 0.971 3.541
H 1.220 -1.438 -2.276
O 1.034 -2.769 -0.175
C -1.401 0.217 -3.692
H -3.230 0.649 -2.593
C -1.937 -0.427 -1.320
H 0.477 2.648 2.330
N -2.822 -0.381 -0.231
H 2.004 2.050 1.810
O -2.968 1.109 -5.115
H 2.032 -2.080 2.108
H 0.578 -0.427 -4.346
C 1.110 -0.467 0.919
C 0.211 -1.031 -2.362
C 1.973 -0.962 2.085
N -1.776 0.821 -4.934
C 1.353 -0.539 3.430
```

# C12H13ClO2Tl

A structure of composition C12H13ClO2Tl in a non-equilibrium geometry (wB97M-V/def2-TZVPD, the OMol25 dataset).

Its HOMO energy (alpha / beta) is -3.55 / -3.13 eV. As for the orbital gap (alpha / beta): 4.7552 / 3.7123 eV. The charge is -1. The energy above the lowest of the compared OMol25 structures with the same formula, charge and spin comes out at 0.000 eV.

```
29
C12H13ClO2Tl | the OMol25 dataset | wB97M-V/def2-TZVPD
C 4.087 -1.476 2.150
H 4.044 -0.555 2.754
C -1.839 1.875 0.973
H -3.400 -1.099 0.671
H -0.381 -3.152 -1.314
H -1.566 -1.009 2.674
H -1.942 -1.358 -2.543
Tl 1.518 1.144 0.172
C -2.794 -0.237 0.959
H -0.487 1.435 2.723
H -1.558 2.884 0.700
H -3.388 1.281 -0.573
C 1.266 -0.413 -2.313
C -1.840 -0.190 2.017
C -1.252 1.111 2.032
H -0.378 0.701 -3.373
O 1.445 -1.070 2.900
C -0.062 -2.182 -1.692
H 2.095 -2.145 -1.128
Cl 2.446 3.490 0.137
H 4.083 -2.364 2.791
C -0.876 -1.254 -2.401
H 2.159 0.135 -2.586
C 1.253 -1.668 -1.625
C -0.056 -0.163 -2.795
C 1.887 -0.827 1.800
H 4.923 -1.454 1.447
O 2.940 -1.494 1.280
C -2.796 1.035 0.308
```

# C12H13MnN3OS3

A structure of composition C12H13MnN3OS3 in a non-equilibrium geometry (wB97M-V/def2-TZVPD, the OMol25 dataset).

The spin multiplicity is 6. Its HOMO energy (alpha / beta) is 0.24 / 0.05 eV. As for the orbital gap (alpha / beta): 5.0775 / 5.2181 eV. The charge is -2. The energy above the lowest of the compared OMol25 structures with the same formula, charge and spin comes out at 0.000 eV.

```
33
C12H13MnN3OS3 | the OMol25 dataset | wB97M-V/def2-TZVPD
C -1.296 0.951 1.980
O -0.804 -1.204 0.099
N -4.504 3.540 0.218
C 1.571 0.253 -2.126
H -1.433 1.649 2.811
H 0.209 0.645 4.072
C 0.797 -2.182 1.523
C -0.153 -1.163 1.190
H 2.203 -2.963 2.913
H -5.191 3.527 -0.521
C 1.285 -1.157 3.658
C 0.377 -0.160 3.360
H 1.832 -1.147 4.593
H 1.903 -2.497 -2.973
H 3.528 1.001 -1.647
H 3.554 -0.253 -2.902
S 0.882 1.577 -1.163
C 3.070 0.066 -1.973
C 1.486 -2.173 2.709
C 1.564 -1.706 -3.658
N -2.012 1.147 0.956
H 3.299 -0.690 -1.209
S -3.329 1.940 -1.573
H 0.962 -2.955 0.781
H -4.906 3.525 1.144
C -3.563 2.514 0.040
H 2.446 -1.358 -4.208
C -0.340 -0.131 2.165
N -2.946 2.178 1.131
S -0.898 -0.513 -3.138
H 0.875 -2.160 -4.370
Mn -1.331 0.480 -0.968
C 0.861 -0.582 -2.914
```

# C12H13N4O3SW

A structure of composition C12H13N4O3SW (wB97M-V/def2-TZVPD, the OMol25 dataset).

Its HOMO energy (alpha / beta) is -11.87 / -11.87 eV. As for the orbital gap (alpha / beta): 7.0909 / 7.0911 eV. The charge is +1. The energy above the lowest of the compared OMol25 structures with the same formula, charge and spin comes out at 0.000 eV.

```
34
C12H13N4O3SW | the OMol25 dataset | wB97M-V/def2-TZVPD
H 4.387 1.210 0.893
N 2.194 -4.785 2.341
C 3.382 4.202 -0.372
C 0.859 -2.579 2.421
C -2.684 -0.998 -0.989
C 3.808 2.008 0.453
C -2.873 -0.134 -2.219
C 4.252 3.277 0.212
H -2.101 -0.340 -2.961
C 0.209 -2.148 3.624
H -3.844 -0.354 -2.662
N 2.541 1.683 0.123
N -0.312 -1.803 4.586
S 0.087 1.925 -0.789
O 2.138 0.430 0.356
H -1.876 -2.687 -2.065
H -3.604 -2.786 -1.705
H 5.265 3.541 0.476
H 3.718 5.211 -0.569
O 1.277 -2.107 0.210
H -3.460 -1.260 1.010
W 0.323 -0.314 0.027
O -1.342 -0.668 -0.459
H -3.612 0.392 0.378
N 0.757 -1.834 1.386
H 1.403 4.528 -1.151
H -2.850 0.925 -1.960
C 2.097 3.834 -0.699
H -2.430 -3.065 -0.417
C 1.665 2.533 -0.444
C 1.598 -3.805 2.379
C -2.636 -2.477 -1.312
C -3.662 -0.665 0.119
H -4.673 -0.889 -0.220
```

# C12H13O2SSiTe4W

A structure of composition C12H13O2SSiTe4W in a non-equilibrium geometry (wB97M-V/def2-TZVPD, the OMol25 dataset).

Its HOMO energy (alpha / beta) is -11.00 / -11.00 eV. As for the orbital gap (alpha / beta): 5.2904 / 5.3016 eV. The charge is +1.

```
34
C12H13O2SSiTe4W | the OMol25 dataset | wB97M-V/def2-TZVPD
H 0.120 1.725 -3.765
O -1.372 -2.997 -1.224
Te 0.395 3.003 -0.567
H -3.615 0.013 -4.969
C -0.554 0.044 -2.613
C 2.791 0.526 3.967
H 3.189 -0.271 0.799
C -1.562 -0.927 -2.469
C -2.651 -0.956 -3.319
H 2.098 -2.730 4.258
H -3.413 -1.714 -3.196
C -2.756 0.013 -4.310
Te -3.217 1.745 -0.592
C -0.645 0.795 1.887
Si 1.922 -0.706 2.886
C 0.383 0.205 2.240
Te -2.000 3.967 0.631
S 0.870 0.017 -1.541
C 1.272 -2.178 3.806
C -1.767 0.977 -4.469
O -1.427 -1.012 -0.159
H 2.153 0.859 4.787
H 3.681 0.068 4.405
H 3.111 1.400 3.398
C -0.665 0.991 -3.634
C -1.453 -1.816 -1.264
Te -2.499 5.790 -1.125
H 2.316 -1.815 0.705
H -1.858 1.716 -5.253
H 0.739 -2.856 3.137
H 0.595 -1.879 4.607
W -0.857 0.841 -0.070
H 3.791 -1.683 1.662
C 2.883 -1.154 1.363
```

# C12H13OP

A structure of composition C12H13OP in a non-equilibrium geometry (wB97M-V/def2-TZVPD, the OMol25 dataset).

Its HOMO energy is -8.19 eV. As for the orbital gap: 8.7569 eV. The energy above the lowest of the compared OMol25 structures with the same formula, charge and spin comes out at 2.333 eV.

```
27
C12H13OP | the OMol25 dataset | wB97M-V/def2-TZVPD
C -2.751 -0.319 1.869
H -2.730 2.024 -1.081
H -1.740 -0.321 -1.368
H 2.251 -1.052 2.035
C 1.921 1.231 -0.310
H -3.996 0.997 2.821
C 2.230 -1.361 0.890
H -2.768 -0.993 2.675
C -3.391 1.694 0.705
C 0.922 -0.864 0.365
C 0.829 0.273 -0.232
C 3.189 0.830 -0.148
P -1.022 -2.291 0.584
H -3.782 2.687 0.570
H 3.725 -1.279 -0.643
H -1.034 -3.469 -1.286
H -0.167 0.552 -0.426
H 1.797 2.273 -0.619
H 3.999 1.474 -0.078
H 4.339 -0.835 0.979
C -2.815 1.202 -0.418
H 2.437 -2.403 0.747
O -1.277 -2.546 -1.051
C -2.159 -0.003 -0.457
C -2.100 -0.748 0.694
C 3.414 -0.652 0.260
C -3.431 0.907 1.822
```

# C12H14AuF5N2OSSbSe4

A structure of composition C12H14AuF5N2OSSbSe4 (wB97M-V/def2-TZVPD, the OMol25 dataset).

Its HOMO energy is -4.58 eV. As for the orbital gap: 5.5297 eV. The charge is -1.

```
41
C12H14AuF5N2OSSbSe4 | the OMol25 dataset | wB97M-V/def2-TZVPD
H -1.619 0.394 -1.536
H -1.804 2.989 1.426
C 1.099 -0.927 -2.961
H -3.056 1.004 -0.683
F 1.848 -2.552 -1.396
H -0.949 2.028 3.546
C 1.704 -1.340 -5.301
C 2.392 -2.490 -4.962
H -2.905 -1.397 -0.522
Au 1.015 -0.038 0.120
H -2.759 -0.708 1.086
Se 5.421 -0.648 -1.452
F 1.638 -0.965 -6.591
H 0.340 2.369 2.373
F 3.003 -3.228 -5.909
F 0.412 0.519 -4.711
Sb 4.568 0.431 0.482
H -1.485 -2.712 2.461
N -1.142 1.424 0.172
H 0.866 0.286 3.073
C -2.262 -0.796 0.122
O 0.486 -0.184 -2.094
C 2.428 -2.871 -3.635
S -0.740 -1.773 0.373
H -0.788 -0.957 4.061
C -0.728 -1.977 2.185
C -0.921 -0.689 3.004
C 1.791 -2.118 -2.669
Se 2.506 1.845 -0.074
C -2.057 0.559 -0.551
C -0.513 1.721 2.582
H -2.488 1.413 1.767
F 3.075 -3.993 -3.289
C -1.565 1.922 1.481
H -1.951 -0.342 2.907
N -0.018 0.360 2.587
H -0.779 2.156 -0.422
H 0.259 -2.406 2.371
Se 5.943 1.576 2.051
C 1.079 -0.587 -4.330
Se 2.750 -0.973 1.627
```

# C12H14BF3N6O2Sn

A structure of composition C12H14BF3N6O2Sn in a non-equilibrium geometry (wB97M-V/def2-TZVPD, the OMol25 dataset).

Its HOMO energy (alpha / beta) is -15.97 / -16.16 eV. As for the orbital gap (alpha / beta): 3.5995 / 5.5745 eV. The charge is +2. The energy above the lowest of the compared OMol25 structures with the same formula, charge and spin comes out at 1.841 eV.

```
39
C12H14BF3N6O2Sn | the OMol25 dataset | wB97M-V/def2-TZVPD
O 1.572 0.179 2.257
H -1.747 -2.313 1.709
C -3.060 -0.774 -0.605
C 0.681 2.665 -2.141
C 1.786 0.676 3.450
H -2.628 -0.350 -3.858
O 2.856 0.705 4.029
B -0.033 0.138 -2.455
C -3.652 -0.783 -1.880
H 0.752 2.826 -3.201
H -4.684 -0.989 -2.100
N -1.761 -0.472 -0.734
H 0.086 0.262 -3.640
F -0.424 0.406 4.477
F -0.013 2.326 3.475
H 1.870 -1.720 -3.542
N 0.320 1.482 -0.296
C 0.695 2.723 0.098
H -3.517 -0.951 0.354
N 0.295 1.461 -1.680
C -2.636 -0.465 -2.783
N -1.499 -0.280 -2.070
C 2.441 -2.522 -1.505
H -1.580 0.235 1.981
C 0.932 3.492 -1.049
H -0.736 -1.891 3.147
C 1.937 -2.115 -0.269
N 0.915 -0.948 -1.853
H 1.251 4.514 -1.064
H 2.175 -2.465 0.733
H 0.780 3.000 1.134
C 0.570 1.323 4.223
C 1.786 -1.760 -2.469
Sn -0.137 -0.194 1.049
H 3.188 -3.273 -1.664
C -0.744 -2.053 2.064
H -0.003 -2.810 1.766
N 1.024 -1.136 -0.485
F 0.940 1.855 5.399
```

# C12H14Br2INO5

A structure of composition C12H14Br2INO5 (wB97M-V/def2-TZVPD, the OMol25 dataset).

Its HOMO energy is -9.02 eV. As for the orbital gap: 7.4039 eV. The energy above the lowest of the compared OMol25 structures with the same formula, charge and spin comes out at 0.000 eV.

```
35
C12H14Br2INO5 | the OMol25 dataset | wB97M-V/def2-TZVPD
C 3.954 2.489 1.382
C 2.611 1.790 1.001
H 0.162 0.997 -0.081
O 5.158 1.891 1.003
C -5.289 -1.388 -2.173
H 3.934 2.682 2.461
H 3.915 3.447 0.864
H 1.529 3.036 -0.271
H -1.455 -2.391 -1.480
C -4.910 -2.768 -1.976
O -5.675 -3.716 -2.003
H -1.029 0.003 0.773
H 0.771 2.701 1.161
H 5.799 1.027 2.778
C 5.583 0.758 1.736
H -4.106 -4.827 -1.643
C 0.031 0.114 0.542
C -4.334 -0.449 -2.120
Br 0.075 -0.929 3.147
I 3.067 0.679 -0.839
C -2.495 -2.160 -1.663
C 1.975 0.830 2.021
C 0.834 0.172 1.813
H 6.490 0.394 1.255
O -2.108 0.165 -1.835
Br 2.791 0.700 3.724
C -2.876 -0.782 -1.861
H 4.834 -0.042 1.725
N 1.664 2.855 0.715
H -6.329 -1.158 -2.357
O -3.233 -4.392 -1.549
H 0.340 -0.750 -0.054
C -3.451 -3.100 -1.714
O -4.551 0.845 -2.283
H -3.677 1.277 -2.199
```

| no. | DFT total energy (eV) |
| --- | --- |
| 1 | -109907.67097 |
| 2 | -107856.70237 |
| 3 | -55350.78549 |
| 4 | -49223.33461 |
| 5 | -33962.64587 |
| 6 | -83001.69279 |
| 7 | -37409.27886 |
| 8 | -66453.71492 |
| 9 | -23987.53621 |
| 10 | -313738.66616 |
| 11 | -40347.59553 |
| 12 | -172582.39036 |